[1]
DFT (ωB97M-V/def2-TZVPD) results for a 2-piece molecular cluster, C3H10N2O2 overall.

Values from the calculation:
ΔE to the lowest compared entry with this formula, charge and spin = 47.6 kcal per mole
total energy = -10347.422 eV
gap between HOMO and LUMO = 10.24 eV
E_LUMO = 0.9702 eV
E_HOMO = -9.27 eV

```
17
Properties=species:S:1:pos:R:3:mulliken_charge:R:1
N 1.84 -2.24 0.44 -0.550
C 1.16 -1.01 0.04 -0.423
N -0.20 -1.25 -0.40 -0.401
C -1.22 -1.48 0.62 -0.436
C -1.40 -0.23 1.47 -0.005
O -1.84 -0.27 2.59 -0.490
H 1.33 -2.76 1.14 0.185
H 2.80 -2.06 0.70 0.209
H 1.67 -0.66 -0.85 0.322
H 1.11 -0.25 0.83 0.330
H -0.16 -1.99 -1.10 0.250
H -2.13 -1.59 0.03 0.340
H -1.10 -2.33 1.28 0.243
H -1.13 0.70 0.95 0.426
O -0.18 5.42 -2.55 -0.643
H -0.27 5.95 -3.36 0.322
H -0.28 6.05 -1.83 0.321
```

[2]
DFT (ωB97M-V/def2-TZVPD) results for C3H4LiO4Tl as an isolated structure.

Values from the calculation:
ΔE to the lowest compared entry with this formula, charge and spin = 38.5 kcal per mole
total energy = -16227.502 eV
expectation value of S² = 0.76
charge = +3
gap between HOMO and LUMO (spin up / spin down) = 9.74 / 3.17 eV
E_LUMO (spin up / spin down) = -13.2045 / -18.7925 eV
multiplicity = 2
E_HOMO (spin up / spin down) = -22.95 / -21.96 eV

```
13
Properties=species:S:1:pos:R:3:mulliken_spin:R:1
H -1.07 0.27 -1.56 0.003
C -1.22 0.18 -0.48 -0.010
C -1.67 1.20 0.44 0.002
O -2.47 0.08 0.03 0.127
H -1.32 1.16 1.48 0.007
H -1.97 2.17 0.04 0.011
O 1.44 0.56 0.11 0.121
C 1.15 -0.62 0.20 0.015
O -0.33 -0.84 0.06 0.032
Tl 2.87 1.90 0.09 0.694
H -0.42 -1.79 -0.30 0.000
Li 3.33 -2.58 -0.10 0.000
O 1.69 -1.69 -0.01 -0.001
```

[3]
DFT (ωB97M-V/def2-TZVPD) results for C5H7Br2I as an isolated structure.

Values from the calculation:
ΔE to the lowest compared entry with this formula, charge and spin = 0.0 kcal per mole
total energy = -153482.188 eV
gap between HOMO and LUMO = 9.06 eV
E_LUMO = -0.0169 eV
E_HOMO = -9.08 eV

```
15
Properties=species:S:1:pos:R:3:mulliken_charge:R:1
C 0.78 0.16 -0.88 -0.503
C 0.12 0.04 0.60 0.768
C -0.20 0.95 1.51 -0.064
C -0.38 0.67 -1.70 -1.124
C -0.16 -1.38 1.01 -1.589
Br -0.22 2.82 1.34 -0.150
Br -0.75 0.50 3.22 -0.186
I 1.70 -1.72 -1.61 0.073
H 1.52 0.94 -0.81 0.517
H -0.98 1.46 -1.33 0.410
H -1.10 -0.11 -1.97 0.328
H 0.18 0.81 -2.56 0.394
H -0.48 -1.43 2.02 0.433
H 0.75 -1.93 0.94 0.323
H -0.79 -1.78 0.23 0.371
```

[4]
DFT (ωB97M-V/def2-TZVPD) results for C43H49IrN4 as an isolated structure.

Values from the calculation:
total energy = -54182.091 eV
expectation value of S² = 8.83
charge = -1
gap between HOMO and LUMO (spin up / spin down) = 4.39 / 4.56 eV
E_LUMO (spin up / spin down) = 2.5723 / 0.3445 eV
multiplicity = 6
E_HOMO (spin up / spin down) = -1.82 / -4.22 eV

```
97
Properties=species:S:1:pos:R:3:mulliken_spin:R:1
Ir 0.09 -0.17 0.09 0.114
C 0.40 1.96 6.12 0.018
C 0.01 0.51 5.69 0.018
C -0.47 0.47 4.28 0.112
C -1.71 0.83 3.79 -0.050
C -2.96 1.12 4.59 0.010
C -3.82 -0.16 4.99 0.001
C -1.69 0.59 2.39 0.316
C -2.86 0.68 1.58 -0.018
C -2.89 0.45 0.21 0.263
C -4.06 0.50 -0.70 0.009
C -5.49 0.88 -0.41 -0.008
C -5.77 2.39 -0.71 0.004
C -3.67 0.06 -1.94 0.014
C -2.24 -0.19 -1.83 0.152
C -1.50 -0.46 -2.92 0.082
C -0.10 -0.30 -2.99 0.245
N 0.70 -0.08 -1.88 0.091
C 2.07 -0.11 -2.36 0.103
C 3.17 0.04 -1.51 0.231
C 3.15 0.08 -0.11 0.182
N 2.04 -0.22 0.71 0.023
C 2.51 -0.10 2.01 0.251
C 1.74 -0.07 3.17 0.192
C 0.37 0.16 3.13 0.088
N -0.45 0.25 1.96 -0.046
C 3.90 0.20 2.01 0.068
C 4.31 0.31 0.70 0.115
C 5.62 0.79 0.12 -0.004
C 5.38 2.20 -0.48 0.023
C 4.72 0.54 3.24 0.009
C 4.11 1.63 4.19 0.020
C 2.03 -0.09 -3.80 0.124
C 0.69 -0.26 -4.18 0.010
C 0.26 -0.43 -5.58 0.010
C 0.02 0.84 -6.42 0.019
C 3.20 0.11 -4.63 -0.010
C 4.03 1.37 -4.42 0.023
N -1.81 0.00 -0.55 0.070
C -4.42 -0.30 -3.17 0.005
C -4.00 0.62 -4.33 0.008
H 0.89 1.90 7.07 -0.002
H -0.33 2.74 6.22 -0.003
H 1.20 2.37 5.42 0.002
H -0.75 0.27 6.46 0.001
H 0.83 -0.16 5.88 0.005
H -3.54 1.75 3.94 0.000
H -2.73 1.64 5.51 0.000
H -3.80 -0.84 4.13 0.005
H -4.84 0.05 5.28 -0.003
H -3.28 -0.69 5.78 0.000
H -3.74 1.03 2.05 0.010
H -5.67 0.67 0.65 -0.001
H -6.19 0.15 -0.89 0.000
H -5.54 2.98 0.24 0.001
H -6.84 2.51 -0.97 0.000
H -5.15 2.69 -1.53 -0.001
H -1.93 -0.99 -3.72 0.041
H 4.13 -0.10 -1.98 0.094
H 2.23 -0.14 4.11 0.091
H 5.91 0.17 -0.74 0.005
H 6.43 0.85 0.87 -0.002
H 4.69 2.16 -1.30 0.002
H 6.34 2.62 -0.89 0.000
H 4.97 2.91 0.24 -0.001
H 5.61 1.02 2.84 0.001
H 5.06 -0.39 3.77 0.005
H 3.87 2.46 3.52 -0.002
H 4.75 1.89 4.99 -0.001
H 3.18 1.37 4.74 -0.010
H -0.60 -1.13 -5.62 -0.003
H 1.03 -1.02 -6.10 -0.001
H -0.77 1.52 -6.04 -0.001
H -0.26 0.64 -7.44 -0.002
H 0.88 1.48 -6.35 -0.002
H 2.93 0.11 -5.65 0.002
H 3.94 -0.69 -4.39 0.012
H 3.47 2.32 -4.48 0.002
H 4.84 1.42 -5.18 -0.002
H 4.58 1.35 -3.43 -0.005
H -5.52 -0.33 -2.94 0.001
H -4.15 -1.31 -3.47 0.001
H -4.80 1.29 -4.70 0.000
H -3.73 -0.04 -5.20 0.001
H -3.16 1.33 -4.12 0.000
C -0.19 -1.99 0.21 1.018
C -0.44 -3.35 0.43 0.137
C 0.00 -4.15 -0.69 0.289
C -0.13 -5.53 -0.68 -0.097
C -1.05 -6.11 0.25 0.240
C -1.59 -5.32 1.23 -0.126
C -1.23 -3.96 1.41 0.345
H 0.53 -3.65 -1.47 0.019
H 0.26 -6.10 -1.52 -0.009
H -1.28 -7.14 0.14 0.026
H -2.40 -5.73 1.86 -0.006
H -1.61 -3.39 2.24 0.038
```

[5]
DFT (ωB97M-V/def2-TZVPD) results for C8H7ClN4OS as an isolated structure.

Values from the calculation:
ΔE to the lowest compared entry with this formula, charge and spin = 184.4 kcal per mole
total energy = -39766.968 eV
gap between HOMO and LUMO = 7.88 eV
E_LUMO = 0.4510 eV
E_HOMO = -7.42 eV

```
22
Properties=species:S:1:pos:R:3:mulliken_charge:R:1
C -4.20 -1.50 0.09 -0.906
N -2.93 -0.67 0.00 0.864
C -2.89 0.78 -0.03 -0.890
C -1.66 1.01 -0.03 0.690
C -0.98 -0.36 -0.15 -0.082
N -1.94 -1.27 0.05 -0.757
C 0.35 -0.60 0.16 0.437
O 0.87 -1.58 -0.13 -0.522
N 1.19 0.65 -0.09 -0.107
C 2.65 0.47 -0.01 0.421
N 3.34 1.73 0.03 -0.530
C 4.59 1.22 -0.10 -0.403
C 4.91 -0.40 -0.11 -0.598
S 3.40 -0.96 0.03 -0.004
H 5.80 -0.77 -0.13 0.571
H 5.40 1.85 0.14 0.419
H 0.90 1.40 0.06 0.210
Cl -1.17 2.61 0.08 -0.230
H -3.83 1.40 -0.06 0.360
H -3.93 -2.48 0.12 0.382
H -4.90 -1.32 0.81 0.389
H -4.97 -1.22 -0.72 0.284
```

[6]
DFT (ωB97M-V/def2-TZVPD) results for a 2-piece molecular cluster, C3H10N2O6PS overall.

Values from the calculation:
total energy = -38660.841 eV
charge = -1
gap between HOMO and LUMO = 4.25 eV
E_LUMO = 2.4033 eV
E_HOMO = -1.85 eV

```
23
Properties=species:S:1:pos:R:3:mulliken_charge:R:1
N 1.06 -0.57 2.39 -0.855
P 1.00 -1.67 1.25 0.998
O -0.51 -2.26 0.98 -0.520
O 1.47 -0.97 -0.19 -0.506
C 2.01 -3.04 1.73 -0.625
N 1.97 -4.20 0.76 -0.593
H 1.39 0.32 2.00 0.190
H -0.46 -3.18 0.66 0.260
H 2.00 -0.18 -0.02 0.292
H 3.04 -2.64 1.71 0.070
H 1.77 -5.04 1.30 0.239
H 1.26 -4.10 0.03 0.150
C -2.50 2.44 -0.71 -0.325
C -1.57 3.61 -0.93 -0.355
O -0.27 3.02 -1.05 -0.342
S -0.40 1.56 -1.72 0.953
O -0.13 1.68 -3.11 -0.598
O 0.26 0.61 -0.89 -0.285
O -2.00 1.39 -1.54 -0.339
H -2.47 2.09 0.33 0.294
H -3.53 2.67 -0.97 0.303
H -1.59 4.33 -0.12 0.316
H -1.80 4.12 -1.87 0.279
```